# 1
{"formula": "C39H39F5N8O5PPd", "method": "wB97M-V/def2-TZVPD", "homo_energy_ev": -4.620, "energy_ha": -3292.462816, "gap_ev": 6.0, "total_charge": -1, "species": ["Pd", "O", "C", "O", "C", "C", "C", "C", "C", "C", "N", "O", "O", "H", "H", "H", "H", "C", "C", "N", "C", "N", "C", "C", "C", "N", "C", "H", "H", "H", "H", "H", "H", "H", "H", "H", "H", "H", "H", "H", "N", "P", "C", "C", "C", "C", "C", "C", "C", "C", "C", "C", "C", "C", "C", "C", "C", "C", "C", "C", "H", "H", "H", "H", "H", "H", "H", "H", "H", "H", "H", "H", "H", "H", "H", "C", "N", "C", "C", "C", "N", "C", "O", "N", "H", "H", "H", "H", "H", "H", "H", "F", "C", "F", "C", "F", "F", "F"], "positions_angstrom": [[0.025700, 0.200300, 0.185400], [0.703400, 0.673400, 4.330600], [1.012500, 0.713600, 3.144100], [0.356500, 0.147900, 2.205000], [2.299900, 1.393600, 2.754500], [2.476500, 1.981600, 1.499300], [3.707600, 2.450100, 1.115100], [4.815100, 2.311200, 1.975600], [4.612400, 1.829900, 3.283300], [3.368400, 1.391500, 3.661400], [6.091000, 2.608900, 1.524300], [7.061400, 2.480500, 2.308100], [6.237800, 2.957200, 0.325000], [1.614600, 2.083500, 0.832000], [3.852500, 2.926600, 0.156400], [5.460300, 1.794000, 3.952200], [3.191500, 1.016600, 4.659600], [4.234400, -1.775700, 2.679100], [2.893800, -2.454700, 2.443800], [2.189000, -1.765100, 1.399500], [2.766300, -1.037600, 0.437100], [1.978400, -0.383000, -0.389000], [2.577300, 0.350000, -1.482300], [3.876400, -0.294900, -1.938500], [4.805900, -0.361500, -0.737800], [4.123300, -1.036700, 0.346800], [4.968800, -1.646200, 1.352100], [4.838200, -2.342800, 3.388000], [4.061100, -0.778600, 3.085000], [2.281100, -2.414200, 3.347600], [3.028700, -3.512200, 2.178000], [1.192300, -1.983400, 1.310600], [2.773500, 1.388900, -1.189200], [1.853900, 0.371000, -2.307800], [4.331200, 0.276300, -2.746200], [3.669300, -1.305400, -2.298800], [5.124900, 0.641700, -0.427900], [5.703600, -0.940500, -0.982700], [5.853000, -1.010200, 1.474900], [5.310000, -2.635600, 1.005800], [-0.445100, 0.310700, -1.704000], [-0.551700, 1.553200, -2.640600], [-0.273600, 1.077200, -4.376600], [0.261600, -0.169900, -4.675900], [0.504700, -0.521500, -5.989100], [0.206200, 0.366900, -7.015600], [-0.339900, 1.609600, -6.719800], [-0.584100, 1.963800, -5.409500], [-2.242800, 2.261500, -2.801000], [-3.178700, 1.371400, -3.320300], [-4.486700, 1.760200, -3.514900], [-4.876500, 3.053800, -3.201000], [-3.951000, 3.937200, -2.673100], [-2.641200, 3.545100, -2.455600], [0.590900, 2.972000, -2.381800], [1.544500, 3.324100, -3.333700], [2.479500, 4.304000, -3.056100], [2.479000, 4.929200, -1.819500], [1.547100, 4.565700, -0.859400], [0.611200, 3.581000, -1.127900], [0.480800, -0.844800, -3.859600], [0.934700, -1.485500, -6.221700], [0.396200, 0.092300, -8.043500], [-0.568700, 2.302700, -7.518300], [-1.008300, 2.929600, -5.167800], [-2.860000, 0.371100, -3.583700], [-5.206700, 1.061800, -3.916600], [-5.894200, 3.376000, -3.377200], [-4.256300, 4.939000, -2.407000], [-1.940400, 4.252200, -2.035300], [1.554800, 2.826400, -4.293900], [3.216600, 4.572000, -3.800600], [3.210200, 5.692500, -1.602500], [1.560300, 5.042600, 0.108500], [-0.113000, 3.284100, -0.371600], [-1.538200, -5.467700, 2.038000], [-1.886000, -4.403300, 1.131900], [-3.112400, -4.302400, 0.579300], [-3.369200, -3.325200, -0.323800], [-2.311300, -2.424200, -0.642400], [-1.144600, -2.449600, 0.000000], [-0.890000, -3.423600, 0.889200], [0.169700, -3.561600, 1.478100], [-2.441200, -1.571300, -1.664100], [-2.303900, -6.241100, 2.010400], [-1.430400, -5.081600, 3.053900], [-0.574300, -5.886700, 1.742000], [-3.848000, -5.038200, 0.875500], [-4.328600, -3.227200, -0.799400], [-3.368800, -1.341500, -1.978300], [-1.683700, -0.865500, -1.752600], [-2.561700, 1.470000, -0.195500], [-1.714200, 0.959800, 0.778000], [-1.361300, 2.097600, 1.484700], [-2.628900, 0.115800, 1.670900], [-2.025300, -0.957200, 2.186900], [-3.669100, -0.373200, 0.954600], [-3.189500, 0.781600, 2.689000]], "atomic_forces_ev_per_a": [[-0.02, 0.12, 0.34], [0.29, 0.15, 0.33], [-0.86, -0.56, -0.51], [0.39, 0.22, 0.89], [0.52, 0.27, -0.08], [-0.61, 0.06, 0.25], [1.00, 0.22, 0.12], [-2.81, -0.67, 0.93], [0.72, 0.33, -0.63], [-0.54, 0.11, -0.15], [3.45, 0.75, -1.39], [-1.52, 0.28, -1.24], [-0.17, -0.50, 2.03], [0.36, -0.18, 0.22], [-0.01, -0.07, -0.07], [-0.02, -0.07, 0.03], [-0.04, -0.06, 0.01], [-0.08, -0.09, -0.24], [0.13, -0.10, 0.07], [-0.01, -0.15, 0.13], [-0.75, 0.15, -0.49], [0.45, -0.07, 0.15], [0.06, -0.30, -0.34], [0.01, 0.21, 0.27], [-0.07, -0.12, -0.31], [0.42, 0.11, 0.18], [-0.03, -0.18, 0.20], [0.01, -0.01, 0.01], [0.06, -0.18, -0.01], [0.02, -0.05, -0.03], [0.07, 0.00, 0.10], [0.50, 0.19, 0.00], [-0.02, 0.08, -0.09], [0.21, 0.01, 0.30], [0.06, 0.06, -0.06], [0.03, -0.04, -0.03], [0.03, -0.01, -0.11], [-0.01, 0.04, 0.08], [-0.02, -0.06, -0.02], [0.04, 0.09, 0.06], [-0.05, 1.02, -1.92], [-0.26, -1.10, 1.05], [-0.03, 0.18, -0.16], [-0.04, 0.22, 0.34], [0.01, 0.04, -0.46], [0.02, -0.08, 0.15], [0.03, 0.01, -0.29], [0.08, -0.22, 0.29], [0.40, 0.17, -0.16], [0.06, 0.06, 0.03], [-0.19, -0.02, -0.03], [-0.02, 0.09, -0.02], [-0.23, 0.14, 0.14], [0.12, -0.14, -0.21], [-0.21, -0.40, -0.05], [-0.20, -0.04, 0.00], [0.14, 0.08, 0.03], [0.02, -0.01, -0.04], [0.00, 0.03, 0.09], [-0.25, 0.04, -0.12], [-0.01, -0.04, 0.12], [0.00, -0.09, -0.01], [0.02, -0.02, -0.08], [-0.03, 0.02, -0.05], [-0.05, 0.07, -0.04], [0.00, -0.07, -0.05], [-0.07, -0.07, -0.06], [-0.05, -0.01, 0.04], [-0.04, 0.10, 0.00], [0.13, 0.00, 0.02], [0.05, 0.02, 0.00], [0.05, 0.02, -0.04], [0.10, 0.09, 0.05], [-0.01, 0.05, 0.14], [0.11, 0.00, -0.03], [0.25, -0.16, 0.29], [0.02, 0.15, 0.08], [-0.06, 0.56, -0.58], [-0.30, -0.48, 0.47], [0.67, -0.12, -0.06], [-0.41, -0.33, -0.53], [-0.59, -0.21, -0.41], [0.38, -0.13, 0.50], [-0.19, -0.31, 0.28], [-0.04, 0.03, -0.01], [0.00, -0.09, -0.02], [-0.13, -0.01, 0.07], [0.02, -0.03, 0.00], [-0.18, -0.06, -0.01], [0.02, -0.01, 0.07], [0.17, 0.45, -0.18], [-0.09, -0.10, 0.09], [0.45, 0.79, -0.63], [-0.32, 0.27, 0.49], [-0.49, -0.78, 0.43], [-0.03, 0.11, 0.22], [-0.12, -0.05, -0.28], [0.13, 0.35, 0.15]]}

# 2
{"formula": "C39H39N2O2PRuS2Se", "method": "wB97M-V/def2-TZVPD", "s2": 6.042, "homo_energy_ev": [-13.355, -13.373], "spin_multiplicity": 5, "relative_energy_kcal_mol": 11.6, "energy_ha": -5403.032680, "gap_ev": [7.9, 5.2], "total_charge": 2, "species": ["Ru", "O", "N", "C", "C", "C", "C", "C", "C", "C", "P", "C", "C", "C", "C", "C", "C", "C", "C", "C", "C", "C", "C", "H", "H", "H", "H", "H", "H", "H", "H", "H", "H", "H", "H", "H", "H", "H", "H", "S", "C", "N", "C", "C", "C", "C", "C", "C", "S", "H", "H", "H", "H", "C", "C", "C", "C", "C", "C", "Se", "C", "C", "C", "H", "H", "H", "H", "H", "H", "H", "H", "H", "H", "H", "C", "C", "C", "O", "C", "H", "H", "H", "H", "H", "H", "H", "H"], "positions_angstrom": [[-0.329763, -0.774274, 0.027093], [-1.548397, -0.445173, 2.652124], [-0.291361, -0.689333, 2.072883], [0.605796, -0.651181, 2.978664], [2.044253, -0.859867, 2.812872], [2.749854, -0.885735, 4.016822], [4.114810, -1.108979, 4.041155], [4.791712, -1.313955, 2.850821], [4.099390, -1.287999, 1.646527], [2.730948, -1.051700, 1.603313], [1.952780, -1.032474, -0.044106], [2.572341, -2.564496, -0.789517], [2.040192, -3.764726, -0.309214], [2.517237, -4.978310, -0.778428], [3.524790, -5.003734, -1.735817], [4.064441, -3.816557, -2.208511], [3.595378, -2.595811, -1.735745], [2.747387, 0.343201, -0.931693], [3.503603, 1.318311, -0.285959], [4.059115, 2.368506, -1.012719], [3.868907, 2.444062, -2.384243], [3.098846, 1.483878, -3.034749], [2.533459, 0.443735, -2.311587], [-2.128965, -0.433565, 1.881342], [0.248161, -0.466069, 3.987202], [2.212068, -0.739306, 4.948815], [4.643859, -1.128975, 4.984871], [5.859438, -1.498914, 2.855209], [4.638853, -1.459926, 0.720866], [1.256110, -3.745092, 0.435467], [2.108324, -5.906636, -0.396185], [3.895055, -5.952843, -2.107775], [4.859444, -3.836272, -2.944553], [4.040547, -1.679060, -2.101719], [3.672703, 1.261993, 0.783382], [4.656382, 3.117692, -0.504464], [4.327044, 3.246865, -2.951918], [2.947712, 1.540181, -4.107396], [1.946965, -0.309209, -2.827910], [-0.803214, -0.409469, -2.228292], [-2.445921, -0.522404, -1.661083], [-2.650570, -0.631534, -0.375944], [-4.018079, -0.763301, -0.087805], [-4.596638, -0.943798, 1.169447], [-5.967056, -1.072472, 1.256726], [-6.773772, -1.030584, 0.112020], [-6.214296, -0.864445, -1.138718], [-4.829108, -0.731899, -1.221133], [-3.852444, -0.545641, -2.642180], [-3.997111, -0.991507, 2.073420], [-6.427072, -1.212005, 2.227525], [-7.847352, -1.136510, 0.207955], [-6.833707, -0.833470, -2.028527], [-0.848275, 8.001201, -0.247134], [-0.742194, 6.506968, -0.188011], [-1.342432, 5.784748, 0.860714], [-1.249368, 4.419377, 0.943546], [-1.910809, 3.653681, 2.061209], [-0.505471, 3.756742, -0.076790], [-0.314205, 1.930880, 0.060611], [0.093569, 4.446556, -1.168590], [0.839865, 3.746350, -2.274711], [-0.042521, 5.814778, -1.187148], [-1.437165, 8.403582, 0.574578], [-1.303024, 8.314991, -1.190899], [0.148320, 8.450373, -0.213968], [-1.898889, 6.322224, 1.622195], [-2.439018, 4.326326, 2.732481], [-1.177226, 3.100922, 2.655432], [-2.636500, 2.934556, 1.670498], [0.900781, 2.664605, -2.143676], [1.860347, 4.126325, -2.345899], [0.349180, 3.935307, -3.231375], [0.404136, 6.374509, -2.005120], [-2.813852, -4.580239, 0.461022], [-2.816678, -4.220991, -1.031462], [-1.372210, -3.841404, -1.265484], [-1.026792, -3.085761, -0.078930], [-1.714948, -3.684899, 1.051337], [-2.561206, -5.631971, 0.597842], [-3.777113, -4.402777, 0.937010], [-3.460185, -3.356762, -1.219148], [-3.145160, -5.042855, -1.669344], [-1.192576, -3.218594, -2.131870], [-0.730050, -4.723355, -1.326691], [-2.112430, -2.875709, 1.662508], [-0.998980, -4.248855, 1.646638]], "atomic_forces_ev_per_a": [[-0.37, -0.78, -0.26], [0.16, -0.06, -0.25], [-0.22, 0.23, 0.72], [0.52, -0.16, -0.14], [-0.28, 0.07, 0.04], [0.00, 0.00, 0.15], [0.04, 0.01, 0.06], [0.07, -0.02, -0.03], [0.06, -0.02, -0.02], [0.01, -0.02, -0.07], [-0.11, 0.23, -0.07], [-0.03, -0.07, -0.03], [0.07, 0.00, -0.04], [-0.02, 0.03, 0.01], [0.03, -0.04, -0.02], [0.00, 0.05, -0.01], [0.02, -0.03, 0.00], [0.04, -0.02, -0.07], [-0.01, 0.06, 0.01], [0.00, -0.02, 0.02], [0.08, -0.10, -0.04], [0.09, -0.10, 0.01], [0.07, 0.02, 0.00], [-0.31, 0.07, -0.11], [0.03, -0.02, 0.05], [0.07, -0.01, -0.09], [-0.01, 0.00, -0.03], [-0.07, 0.01, -0.01], [-0.02, 0.01, 0.05], [-0.04, -0.01, 0.03], [0.02, 0.07, -0.02], [-0.03, 0.09, 0.04], [-0.05, 0.01, 0.05], [-0.03, -0.02, 0.00], [0.01, 0.01, -0.06], [-0.05, -0.07, -0.03], [-0.04, -0.06, 0.04], [0.01, -0.01, 0.09], [0.04, 0.01, -0.01], [0.14, 0.16, 0.09], [-0.25, 0.06, -0.13], [0.12, 0.07, 0.34], [0.45, -0.06, 0.13], [0.04, 0.02, 0.16], [-0.03, -0.01, 0.04], [0.01, -0.01, -0.05], [-0.07, 0.04, -0.02], [-0.06, -0.01, -0.17], [-0.10, 0.02, -0.30], [-0.07, -0.02, -0.07], [0.02, 0.01, -0.06], [0.07, 0.01, 0.00], [0.07, -0.02, 0.09], [0.02, -0.10, -0.04], [-0.03, 0.07, 0.02], [-0.02, 0.19, -0.03], [-0.02, -0.08, 0.01], [0.11, 0.00, -0.13], [-0.02, -0.02, 0.02], [0.09, 0.05, -0.16], [-0.02, -0.06, -0.01], [-0.16, 0.14, 0.15], [-0.01, 0.16, -0.02], [0.02, -0.03, -0.02], [0.02, -0.04, 0.05], [-0.05, -0.03, 0.00], [0.06, -0.01, -0.07], [0.01, 0.03, -0.01], [-0.01, 0.02, -0.02], [0.02, 0.03, 0.00], [-0.02, 0.07, 0.04], [-0.12, 0.01, 0.04], [-0.01, 0.00, 0.02], [-0.05, -0.03, 0.09], [0.00, -0.01, -0.03], [-0.10, -0.01, 0.02], [-0.03, -0.08, 0.25], [0.09, -0.06, 0.11], [-0.11, 0.06, -0.26], [-0.01, 0.03, 0.00], [0.02, -0.01, -0.02], [0.00, -0.06, -0.01], [0.02, 0.06, 0.08], [0.04, 0.17, -0.11], [0.06, -0.02, 0.02], [-0.02, 0.05, 0.00], [0.11, -0.04, 0.04]]}